Computed, not measured: a molecular structure, C15H53NO12 in a non-equilibrium geometry, with ωB97M-V/def2-TZVPD.

```
81
Properties=species:S:1:pos:R:3:lowdin_charge:R:1
C 4.45032 -0.98820 -1.47092 -0.09
O 3.11420 -0.83574 -1.93473 -0.22
H 5.08629 -1.00368 -2.35603 0.10
H 4.72882 -0.16991 -0.80689 0.08
H 4.32614 -1.84555 -0.80940 0.06
H 2.54242 -0.48997 -1.24544 0.03
C 0.84201 -1.45715 2.56712 -0.11
O -0.59749 -1.22810 2.41398 -0.10
H 1.41529 -0.61133 2.18756 0.08
H 1.18890 -1.65407 3.58152 0.10
H 1.24308 -2.30653 2.01414 0.01
H -1.06001 -2.06690 2.47812 0.10
C 1.26863 -4.02628 0.89651 -0.18
O 1.26747 -5.41006 0.97904 -0.06
H 1.53455 -3.63320 1.87777 0.08
H 2.06558 -3.68300 0.23686 0.08
H 0.34489 -3.58637 0.52065 0.06
H 1.60809 -5.67435 1.83679 0.08
C 0.78149 -1.56279 -0.21664 -0.18
O 1.12717 -0.79064 -1.34405 -0.16
H 0.31480 -0.94342 0.54932 0.04
H 0.11192 -2.38270 -0.47654 0.09
H 1.72307 -1.99268 0.12497 0.06
H 0.87036 0.08275 -1.03933 0.12
C 2.06244 0.42171 -3.90781 -0.13
O 1.32417 -0.70196 -3.54076 -0.17
H 3.07013 0.05342 -4.10021 0.08
H 1.83364 1.05322 -4.76627 0.08
H 2.22319 1.01947 -3.01062 0.07
H 1.41608 -0.80420 -2.59066 -0.06
C -2.92839 -1.23322 -0.06141 -0.04
O -1.53051 -1.35982 -0.12818 -0.47
H -3.30279 -0.71672 -0.94525 0.12
H -3.32729 -2.24684 -0.02198 0.09
H -3.24629 -0.77266 0.87398 0.11
H -1.17505 -2.12130 0.33592 -0.02
O 0.74948 -2.50922 -3.10649 -0.02
H 0.78952 -2.12106 -3.98054 0.10
H 0.20947 -1.90315 -2.59926 -0.01
O 2.35262 -2.86027 -1.84631 -0.08
H 1.83867 -2.80404 -2.65188 -0.13
H 2.13002 -2.06426 -1.36358 -0.03
O 3.21056 -1.23920 1.05397 -0.03
H 3.28808 -0.85428 1.92692 0.07
H 4.08052 -1.59337 0.86973 0.06
O -1.08829 -1.41342 -2.12186 -0.01
H -1.49981 -0.95462 -1.38947 -0.03
H -1.31702 -2.33318 -1.98786 0.07
O -1.48214 -3.35085 0.00626 0.00
H -1.17319 -3.53619 -0.88056 0.11
H -2.39693 -3.63260 0.00548 0.11
C -0.64417 0.33819 0.32311 -0.10
C -1.04979 1.87774 0.26579 -0.34
C -2.40739 2.10495 -0.44126 -0.13
C -2.95027 3.55445 -0.33148 -0.18
C -3.12026 3.97594 1.09820 -0.18
C -1.93873 3.73326 2.00338 -0.43
N -1.13953 2.45736 1.65802 -0.08
O 0.05974 2.33032 2.39756 -0.01
C -1.06871 5.02306 1.80286 -0.05
C -2.42335 3.76837 3.48328 -0.04
C -0.00537 2.72558 -0.57524 -0.02
H -0.59050 -0.29071 -0.56555 0.07
H 0.41104 0.29287 0.59252 0.09
H -1.21447 -0.25528 1.03771 0.09
H -2.35908 1.80848 -1.48905 0.12
H -3.19673 1.42448 -0.12190 0.09
H -2.28043 4.23615 -0.85560 0.10
H -3.89300 3.53905 -0.87842 0.11
H -4.05187 3.46175 1.33440 0.12
H -3.52535 4.98713 1.13680 0.12
H -1.40360 6.00746 2.12980 0.08
H -0.74423 5.17128 0.77288 0.06
H -0.15620 4.94369 2.39374 0.07
H -3.20791 4.48055 3.73893 0.08
H -1.60265 3.98489 4.16714 0.07
H -2.86328 2.82140 3.79607 0.08
H 0.27334 2.34698 -1.55864 0.08
H -0.21427 3.79494 -0.60547 0.05
H 0.99061 2.72797 -0.13238 0.08
H -0.09245 1.46622 2.78713 0.08
```

Summary:
Frontier orbital gap (eV): 7.234
ΔE to the lowest compared entry with this formula, charge and spin (kcal/mol): 507.9
Lowest unoccupied orbital energy (hartree): -0.0080
E_HOMO (eV): -7.45

---

Computed, not measured: 11 unconnected molecules or ions with the total composition C15H54O12Si in a non-equilibrium geometry, with ωB97M-V/def2-TZVPD.

```
82
Properties=species:S:1:pos:R:3:lowdin_charge:R:1
C -2.45741 -2.02574 2.54290 -0.06
C -1.97402 -2.78757 1.27882 -0.27
O -2.68158 -2.45218 0.10350 -0.14
C -2.39319 -1.14109 -0.32428 -0.20
C -1.25973 -1.08229 -1.36656 -0.21
O -1.22619 0.25161 -1.87367 -0.22
C 0.10887 0.74906 -1.93085 -0.39
Si 0.45963 1.66772 -0.27948 0.68
H -3.44970 -1.59523 2.37861 0.07
H -2.38202 -2.60009 3.46869 0.05
H -1.78382 -1.16050 2.66777 0.08
H -2.16446 -3.85820 1.45085 0.11
H -0.87945 -2.71391 1.16747 0.11
H -2.15830 -0.43187 0.48211 0.11
H -3.29717 -0.75828 -0.81632 0.14
H -1.55746 -1.71882 -2.21694 0.13
H -0.28426 -1.37600 -0.96028 0.11
H 0.24246 1.48685 -2.73932 0.07
H 0.87270 -0.02823 -2.09583 0.07
H 0.33927 0.65299 0.79121 -0.07
H -0.60448 2.67024 -0.10741 -0.07
H 1.81189 2.26379 -0.33360 -0.08
C -1.73628 -3.34681 6.21780 -0.15
O -2.87644 -2.50808 6.03965 -0.14
H -0.91442 -2.93189 5.63880 0.08
H -1.45038 -3.37886 7.27163 0.08
H -1.94830 -4.35914 5.86347 0.08
H -3.59139 -2.88396 6.55654 0.07
C 2.20133 1.82925 -5.50013 -0.14
O 2.94353 2.09306 -4.31174 -0.15
H 1.14318 1.96696 -5.28861 0.07
H 2.50369 2.52394 -6.28752 0.08
H 2.36846 0.80147 -5.83215 0.08
H 3.87214 1.96671 -4.52168 0.08
C -0.11396 -5.61242 -0.89839 -0.15
O 0.20585 -4.22618 -0.92116 -0.13
H 0.80314 -6.17138 -0.72552 0.08
H -0.82104 -5.82670 -0.09190 0.07
H -0.54488 -5.91993 -1.85490 0.08
H -0.61310 -3.74723 -1.07437 0.04
C 1.22958 4.95036 -3.73680 -0.15
O 1.54363 6.33999 -3.76115 -0.13
H 2.14687 4.38613 -3.59056 0.07
H 0.54241 4.73994 -2.91211 0.07
H 0.77294 4.65587 -4.68703 0.07
H 0.72224 6.81519 -3.88950 0.07
C 4.12930 -0.82383 -2.34071 -0.13
O 4.44722 0.56873 -2.36684 -0.15
H 5.04661 -1.39022 -2.19389 0.07
H 3.44143 -1.03212 -1.51656 0.07
H 3.67047 -1.11819 -3.28892 0.08
H 3.62113 1.04450 -2.50066 0.04
C 4.21351 -0.96121 1.78950 -0.16
O 3.11804 -1.81830 1.47916 -0.14
H 4.07285 -0.01557 1.27018 0.07
H 4.24965 -0.77916 2.86712 0.07
H 5.14869 -1.42055 1.45805 0.08
H 3.26136 -2.64134 1.94714 0.07
C -6.18402 -2.92316 3.41111 -0.14
O -5.46521 -1.74995 3.78146 -0.14
H -7.03802 -2.63147 2.80391 0.08
H -5.53658 -3.58652 2.83031 0.08
H -6.53831 -3.44157 4.30664 0.08
H -4.71631 -2.03374 4.31590 0.04
C -8.61975 0.60384 4.00354 -0.17
O -7.47569 1.29061 4.48871 -0.13
H -9.44359 1.31053 3.92983 0.07
H -8.41073 0.18814 3.01371 0.07
H -8.89332 -0.19806 4.69546 0.07
H -6.76402 0.64680 4.54505 0.06
C 1.36967 7.48299 -0.86375 -0.16
O 0.35028 6.49449 -0.72525 -0.13
H 2.29889 6.98436 -1.12277 0.08
H 1.10877 8.18427 -1.65959 0.07
H 1.50240 8.02501 0.07736 0.07
H -0.46212 6.94788 -0.49778 0.07
C 8.47797 0.56229 -2.88904 -0.16
O 7.45562 -0.41341 -2.73277 -0.13
H 9.40367 0.04957 -3.14168 0.08
H 8.22305 1.25573 -3.69542 0.07
H 8.62063 1.11768 -1.95803 0.08
H 6.64602 0.05239 -2.51056 0.03
```

Summary:
Frontier orbital gap (eV): 9.534
Lowest unoccupied orbital energy (hartree): 0.0175
SMILES string: CCOCCOC[SiH3].CO.CO.CO.CO.CO.CO.CO.CO.CO.CO
E_HOMO (eV): -9.06

---

Computed, not measured: 12 unconnected molecules or ions with the total composition C15H55N23O12 in a non-equilibrium geometry, with ωB97M-V/def2-TZVPD.

```
105
Properties=species:S:1:pos:R:3:lowdin_charge:R:1
C -3.88462 3.12742 8.50985 -0.06
O -3.87238 2.79038 7.06313 -0.18
C -3.46812 1.49381 6.89782 -0.27
C -3.81919 1.01575 5.43757 -0.41
C -3.61351 -0.45940 5.34752 -0.09
N -2.88249 1.71267 4.55222 0.04
H -4.47298 4.02810 8.68507 0.08
H -2.84298 3.31644 8.76940 0.08
H -4.27952 2.42109 9.24009 0.08
H -2.42235 1.42867 7.19818 0.13
H -4.03590 0.92956 7.63766 0.11
H -4.89463 1.13434 5.30543 0.14
H -4.34116 -0.90714 6.02439 0.08
H -2.59715 -0.79339 5.55625 0.08
H -3.95917 -0.78965 4.36795 0.08
H -2.65986 2.65864 4.82734 0.06
H -1.95401 1.40385 4.80253 0.06
N 0.73709 -8.25325 2.98690 0.16
C 1.62436 -7.37409 2.74902 -0.85
N 1.18121 -6.20718 2.44503 0.17
O 2.76206 -7.50364 3.12970 0.04
H 1.14620 -9.00530 3.52277 0.12
H -0.06348 -8.46889 2.41011 0.12
H 1.71737 -5.35721 2.54594 0.13
H 0.20470 -6.15447 2.19251 0.11
N 2.70491 -1.86053 -6.27082 0.15
C 3.05538 -2.40936 -7.42526 -0.76
N 3.86118 -3.41821 -7.20744 0.16
O 2.78980 -1.95415 -8.53689 0.01
H 2.25273 -0.96963 -6.41896 0.11
H 3.15084 -2.21421 -5.43647 0.11
H 4.25644 -3.95993 -7.96267 0.13
H 3.86056 -3.60381 -6.21463 0.10
N -0.06034 0.55411 -0.24393 0.18
C 0.33143 -0.67572 -0.24151 -0.80
N 1.19373 -0.93804 -1.12729 0.17
O 0.13355 -1.45268 0.72111 -0.03
H 0.35889 1.17499 -0.92131 0.11
H -0.64695 0.93030 0.48716 0.13
H 1.81638 -1.73270 -1.09697 0.13
H 1.27892 -0.25301 -1.86456 0.11
N -6.44683 2.15150 -1.36639 0.15
C -5.87797 2.52350 -0.26727 -0.81
N -4.92293 1.69669 0.06840 0.17
O -6.22302 3.51604 0.33211 0.04
H -7.23847 2.71860 -1.63436 0.12
H -6.15287 1.40014 -1.97397 0.11
H -4.45950 1.85194 0.95227 0.12
H -4.62755 0.93557 -0.52620 0.11
N -2.76779 -0.12483 -4.32931 0.18
C -3.29197 -0.14174 -5.47281 -0.90
N -4.11645 -1.11286 -5.54897 0.16
O -2.99652 0.51135 -6.41123 0.07
H -3.00867 -0.79528 -3.61337 0.12
H -2.01875 0.53825 -4.19021 0.13
H -4.33516 -1.82129 -4.86311 0.12
H -4.57618 -1.06830 -6.44717 0.12
N -5.79660 -4.48148 -0.55609 0.16
C -4.71080 -3.83758 -0.24910 -0.77
N -3.83274 -4.52538 0.47028 0.16
O -4.44387 -2.70519 -0.64557 0.00
H -5.93615 -5.40444 -0.17038 0.11
H -6.58106 -4.00963 -0.98280 0.12
H -2.93671 -4.09380 0.64630 0.12
H -4.02969 -5.44421 0.84050 0.10
N 4.21624 0.68689 5.08978 0.14
C 2.92210 0.45949 4.79304 -0.75
N 2.86044 -0.71762 4.27627 0.14
O 1.94342 1.21023 4.78064 0.02
H 4.85830 -0.06409 4.88031 0.10
H 4.41816 1.66891 5.21215 0.11
H 3.56756 -1.42871 4.39642 0.11
H 1.97726 -0.81185 3.79543 0.12
N 0.42642 6.57678 -1.98099 0.15
C -0.15359 5.81921 -1.12046 -0.80
N -1.29461 5.47296 -1.66662 0.15
O 0.24125 5.57435 0.00062 0.04
H -0.03843 6.72203 -2.86581 0.11
H 1.19607 7.17466 -1.71586 0.12
H -1.85438 4.90488 -1.04690 0.12
H -1.70035 5.71085 -2.56042 0.11
N 1.40928 2.50657 -6.71644 0.14
C 1.94466 2.70919 -5.47899 -0.74
N 3.10091 3.25377 -5.56127 0.17
O 1.34288 2.31450 -4.46091 -0.02
H 0.53957 1.99537 -6.76556 0.11
H 1.99482 2.57001 -7.53694 0.10
H 3.54928 3.37708 -4.66468 0.13
H 3.58888 3.26183 -6.44553 0.12
N 5.18943 4.98281 -0.01665 0.16
C 5.36733 3.69191 0.03092 -0.87
N 4.25634 3.09092 0.09663 0.17
O 6.37646 3.14410 -0.23559 0.06
H 5.97352 5.61195 -0.11408 0.12
H 4.26747 5.39471 -0.03733 0.11
H 3.57510 3.68423 0.54830 0.12
H 4.14826 2.08902 0.16462 0.13
N 6.86605 -2.08175 -0.47256 0.17
C 6.17515 -3.00935 -0.94509 -0.84
N 6.24905 -4.04143 -0.10633 0.15
O 5.49365 -2.87716 -1.91622 0.05
H 7.48951 -2.42530 0.24394 0.11
H 6.64724 -1.10373 -0.59780 0.14
H 5.62173 -4.76576 -0.42561 0.12
H 6.92861 -4.01508 0.64040 0.11
```

Summary:
Frontier orbital gap (eV): 8.790
ΔE to the lowest compared entry with this formula, charge and spin (kcal/mol): 243.5
Lowest unoccupied orbital energy (hartree): -0.0014
SMILES string: COC[C@H](C)N.NC(N)=O.NC(N)=O.NC(N)=O.NC(N)=O.NC(N)=O.NC(N)=O.NC(N)=O.NC(N)=O.NC(N)=O.NC(N)=O.NC(N)=O
E_HOMO (eV): -8.83